[1]
122
Properties=species:S:1:pos:R:3:forces:R:3 method="wB97M-V/def2-TZVPD" largest_force_ha_per_bohr=0.15702 homo_ev=-8.6401 charge=0 smiles="NCCCCC[C@@H]1CCOS(=O)(=O)[C@H]1CCCF.NC(N)=O.NC(N)=O.NC(N)=O.NC(N)=O.NC(N)=O.NC(N)=O.NC(N)=O.NC(N)=O.NC(N)=O.NC(N)=O" gap_ev=8.887
N -0.4459 -4.1958 -4.5771 0.02 0.35 1.16
C -1.5932 -4.7569 -3.7497 -0.67 -0.77 0.00
C -3.0252 -3.9632 -3.9686 -0.51 -0.90 0.89
C -3.4158 -2.9342 -2.7466 -0.09 0.22 -1.07
C -2.8331 -1.4409 -3.1131 -0.63 0.89 0.73
C -1.9073 -0.7761 -1.9355 -0.84 -0.22 0.03
C -0.3432 -1.2623 -1.9163 -0.31 -0.41 2.20
C -0.2134 -2.3348 -0.6393 -0.39 -0.99 -1.08
C 1.3007 -2.9586 -0.5684 -1.35 -1.85 -1.13
O 2.3499 -2.0133 -0.1588 -1.92 2.23 -0.52
S 1.8064 -0.3988 -0.1405 2.95 4.82 5.77
O 1.0966 -0.0531 1.2261 1.42 -2.18 -4.75
O 3.0844 0.5277 -0.1666 -4.32 -4.06 -1.17
C 0.5768 0.0276 -1.5092 -0.90 0.20 -1.71
C 1.3522 0.7653 -2.7455 0.29 1.46 -0.05
C 0.7776 0.4346 -4.2417 1.04 0.18 -0.27
C 1.7666 -0.6853 -4.9397 0.63 0.49 -0.99
F 2.4050 -1.6207 -3.9703 -1.62 1.69 -1.46
H 0.4581 -4.4814 -4.1187 -1.26 0.57 -0.72
H -0.4697 -3.1484 -4.6140 0.00 -1.38 0.30
H -1.7650 -5.8717 -4.1159 0.38 2.33 0.79
H -1.2917 -4.8337 -2.6079 -0.90 0.27 -2.12
H -3.0643 -3.3852 -4.9862 0.28 -1.08 1.88
H -3.8751 -4.7890 -3.9980 1.97 1.69 -0.02
H -3.0666 -3.3013 -1.6767 -0.57 0.65 -2.34
H -4.5983 -2.8695 -2.7195 2.48 -0.07 0.05
H -2.2356 -1.3764 -4.1171 -1.07 -0.51 1.73
H -3.7913 -0.7381 -3.2290 2.39 -1.51 0.21
H -2.3868 -1.0925 -0.8902 1.03 0.83 -2.24
H -2.0571 0.3939 -2.0068 0.69 -2.38 0.12
H 0.0098 -1.8596 -2.8572 -0.57 1.48 1.65
H -0.9378 -3.2350 -0.9259 1.71 1.77 0.70
H -0.6171 -1.8897 0.3672 1.08 -0.70 -1.95
H 1.3474 -3.9442 0.1037 -0.09 2.51 -1.19
H 1.5864 -3.3228 -1.6620 -0.64 0.83 2.20
H -0.1598 0.8343 -1.0286 1.97 -1.99 -0.49
H 2.5311 0.6068 -2.7158 -2.67 0.11 0.01
H 1.2026 1.9384 -2.5816 0.36 -2.61 -0.25
H 0.9220 1.4306 -4.8841 -0.28 -2.25 1.34
H -0.3631 0.1825 -4.3004 2.24 0.21 0.35
H 2.6694 -0.1168 -5.4745 -1.88 -1.34 1.44
H 1.2579 -1.3363 -5.7684 0.82 1.08 1.84
C 6.0542 -1.8403 -3.8169 -0.56 -0.27 -0.58
O 5.8309 -2.0475 -4.9991 0.05 0.04 -0.15
N 5.1501 -2.0872 -2.8517 -1.04 -0.46 0.64
N 7.2243 -1.3467 -3.3732 1.52 0.83 0.02
H 5.3155 -1.9230 -1.8731 -0.05 0.01 -0.14
H 4.2557 -2.4596 -3.1429 0.29 0.25 0.11
H 7.9326 -1.1469 -4.0674 -0.07 -0.20 0.25
H 7.4269 -1.1693 -2.4039 -0.02 -0.28 -0.05
C 10.1971 1.1071 -3.3645 -0.11 0.05 0.07
O 10.5268 -0.0319 -3.6549 0.02 -0.49 -0.15
N 11.0497 2.1465 -3.4155 1.21 0.63 -0.26
N 8.9518 1.4250 -2.9674 -1.14 -0.18 0.29
H 10.7968 3.0913 -3.1802 0.03 -0.21 -0.03
H 11.9976 1.9506 -3.7096 -0.36 0.11 0.13
H 8.2786 0.6715 -2.9153 0.11 0.45 -0.06
H 8.6613 2.3569 -2.7242 0.07 -0.19 -0.03
C -2.0212 2.1543 3.5293 -0.05 -0.01 0.01
O -3.0295 2.6167 4.0390 -0.64 0.29 0.23
N -1.9992 0.9566 2.9171 -0.54 -1.14 -0.45
N -0.8416 2.8011 3.5340 0.83 1.02 0.27
H -1.1788 0.5592 2.4916 0.05 0.03 -0.02
H -2.8666 0.4367 2.8912 0.38 0.20 0.01
H -0.8146 3.7063 3.9848 0.01 -0.36 -0.18
H -0.0005 2.4367 3.1195 -0.12 -0.03 0.02
C -6.8240 4.9674 4.7701 0.25 -0.25 0.19
O -7.6961 5.5220 5.4199 -0.42 0.25 0.23
N -5.8736 4.2002 5.3339 0.45 -0.51 0.87
N -6.7351 5.0738 3.4320 -0.46 0.35 -1.39
H -5.1473 3.7355 4.8155 0.16 -0.01 0.03
H -5.9041 4.0938 6.3395 0.06 0.02 -0.43
H -7.4314 5.6425 2.9681 0.32 -0.18 0.20
H -6.0243 4.6247 2.8796 -0.04 0.09 0.20
C -4.9167 1.6157 -1.5543 0.17 -0.46 0.13
O -4.3095 0.5567 -1.5678 -0.27 0.19 0.18
N -5.6526 2.0188 -0.5028 -0.62 0.01 1.28
N -4.9043 2.4745 -2.5896 0.34 0.58 -1.32
H -6.1596 2.8872 -0.4730 0.10 -0.18 -0.02
H -5.6888 1.4014 0.2978 -0.01 0.27 -0.29
H -4.3621 2.2092 -3.4015 -0.24 0.14 0.29
H -5.3978 3.3511 -2.5971 0.10 -0.17 0.00
C -6.3550 8.7865 6.9416 0.17 -0.58 -0.99
O -5.7988 9.0084 5.8777 0.00 0.13 0.05
N -6.4404 9.7030 7.9226 0.37 1.62 1.19
N -6.9324 7.6058 7.2282 -0.08 -0.85 0.12
H -6.8943 9.5390 8.8054 -0.02 0.04 -0.22
H -6.0186 10.6057 7.7477 -0.18 -0.26 0.04
H -6.8906 6.8880 6.5165 -0.39 -0.03 0.10
H -7.3951 7.4042 8.0984 0.05 0.08 -0.20
C -2.4764 10.2019 9.3442 -0.02 0.35 -0.95
O -2.4062 10.6886 8.2268 0.01 0.02 0.12
N -1.4717 10.2789 10.2355 1.44 0.33 0.76
N -3.5646 9.5450 9.7844 -1.35 -0.60 0.18
H -1.5107 9.8844 11.1601 0.00 0.07 -0.20
H -0.6338 10.7652 9.9441 -0.33 -0.21 0.13
H -4.3440 9.4642 9.1445 0.18 -0.05 0.12
H -3.6412 9.1374 10.7010 0.06 0.08 -0.19
C -0.1242 -6.7908 0.7573 0.03 0.36 -0.50
O -0.2196 -6.1566 -0.2815 -0.03 0.13 -0.17
N 0.9716 -6.7496 1.5366 1.28 0.34 0.48
N -1.1063 -7.5876 1.2158 -1.29 -0.78 0.06
H 1.0687 -7.2646 2.3953 -0.01 0.11 -0.16
H 1.7346 -6.1616 1.2277 -0.25 -0.28 0.17
H -1.9488 -7.6471 0.6589 0.30 0.06 0.31
H -1.0464 -8.1175 2.0688 -0.02 0.11 -0.16
C -3.7251 -8.1642 -3.5651 -0.22 0.74 0.05
O -4.0222 -6.9871 -3.4362 -0.08 -0.08 0.06
N -4.1716 -8.9196 -4.5847 -0.71 -0.45 -1.24
N -2.9246 -8.8114 -2.6990 0.85 -0.33 1.24
H -3.9381 -9.8904 -4.7077 -0.03 0.20 0.02
H -4.7772 -8.4710 -5.2595 0.25 -0.20 0.25
H -2.5667 -8.2790 -1.9168 -0.04 -0.18 -0.38
H -2.6687 -9.7802 -2.7883 -0.03 0.21 -0.01
C 11.4210 -2.0928 -0.3809 -0.48 0.34 -0.21
O 10.5488 -1.5383 0.2689 -0.18 0.09 0.21
N 12.3713 -2.8601 0.1829 0.95 -0.83 1.22
N 11.5098 -1.9865 -1.7189 -0.30 0.18 -0.85
H 13.0976 -3.3248 -0.3354 -0.18 0.11 0.09
H 12.3408 -2.9665 1.1885 0.04 0.03 -0.42
H 10.8135 -1.4178 -2.1829 0.33 -0.03 -0.17
H 12.2206 -2.4356 -2.2714 -0.16 0.12 0.11


[2]
96
Properties=species:S:1:pos:R:3:forces:R:3 method="wB97M-V/def2-TZVPD" largest_force_ha_per_bohr=0.01756 homo_ev=-9.2251 charge=0 smiles=CC(C)O.CC(C)O.CC(C)O.CC(C)O.CC(C)O.CC(C)O.CO.CO.CO.CO de_lowest_kj_mol=0.0 gap_ev=9.502
C 1.4302 -5.1807 -0.4007 -0.07 0.19 0.17
C 0.9804 -4.4821 0.8787 -0.17 0.39 0.09
C 0.5749 -3.0292 0.6214 -0.04 -0.64 -0.31
O -0.0871 -5.2046 1.4925 0.02 0.01 0.10
H 2.0333 -4.5155 -1.0220 0.11 -0.06 0.05
H 0.5416 -5.4558 -0.9739 0.04 -0.04 -0.07
H 1.9979 -6.0798 -0.1733 -0.03 -0.08 -0.08
H 1.7679 -4.4829 1.6350 0.11 -0.12 -0.12
H 0.2440 -2.5486 1.5395 0.10 0.09 0.03
H -0.2607 -3.0246 -0.0921 0.04 0.12 0.03
H 1.4068 -2.4919 0.1637 -0.08 0.20 0.14
H -0.8777 -5.0725 0.9586 0.00 -0.05 -0.03
C -1.5802 3.4159 1.5504 -0.07 -0.17 -0.58
C -2.7298 4.0883 2.2678 0.18 0.49 0.13
C -2.3493 5.4842 2.7583 0.50 -0.16 0.09
O -3.8115 4.1687 1.3295 0.03 -0.22 0.18
H -1.3994 3.9148 0.5930 0.03 0.14 0.13
H -1.8305 2.3838 1.2869 0.02 -0.01 0.17
H -0.6632 3.4294 2.1344 -0.06 -0.04 0.15
H -3.0105 3.4848 3.1424 -0.13 -0.03 -0.13
H -1.4166 5.4483 3.3316 -0.11 -0.13 0.00
H -3.0981 5.9155 3.4246 -0.16 0.05 -0.19
H -2.1547 6.1392 1.9071 -0.20 0.05 0.00
H -4.4837 4.7633 1.6766 0.03 -0.03 0.06
C -5.0334 1.2836 -2.6711 0.01 -0.14 0.01
C -3.6203 1.8180 -2.8792 -0.25 -0.03 0.31
C -3.2626 2.9151 -1.8892 0.32 0.29 -0.04
O -2.6716 0.7604 -2.7904 0.04 -0.04 -0.21
H -5.2960 0.5564 -3.4418 0.03 0.08 -0.06
H -5.7719 2.0866 -2.6700 0.01 0.00 -0.04
H -5.0959 0.7569 -1.7145 0.00 0.12 0.04
H -3.5347 2.2116 -3.8941 0.06 -0.02 -0.02
H -3.8973 3.8012 -1.9596 -0.11 -0.11 -0.13
H -2.2372 3.2352 -2.0944 -0.03 0.01 0.08
H -3.3053 2.5871 -0.8480 -0.07 -0.17 -0.06
H -2.8280 0.3011 -1.9537 0.00 -0.04 0.07
C 1.4073 1.1242 3.0452 0.85 0.30 0.07
C 0.3553 1.2324 4.1086 -0.77 0.01 0.06
C 0.6390 0.3785 5.3324 0.50 0.00 -0.11
O 0.2601 2.6204 4.4572 0.13 -0.03 0.05
H 1.2486 1.8266 2.2277 -0.26 -0.10 -0.06
H 1.5064 0.1144 2.6505 -0.09 -0.05 -0.02
H 2.3681 1.4171 3.4881 -0.04 -0.17 -0.04
H -0.6263 0.9318 3.7062 0.15 -0.04 -0.09
H 0.9021 -0.6464 5.0628 -0.25 -0.02 -0.11
H -0.2262 0.3561 5.9938 0.06 0.00 0.15
H 1.5210 0.7682 5.8522 -0.19 0.10 0.10
H -0.0746 2.6925 5.3557 -0.05 -0.01 0.00
C -3.0949 -2.3030 1.4758 0.72 0.07 0.23
C -3.4689 -2.0077 0.0415 -0.64 -0.11 0.11
C -4.9075 -2.4144 -0.2434 -0.16 -0.21 0.14
O -3.2889 -0.6173 -0.2548 0.21 -0.18 -0.03
H -3.8268 -1.8942 2.1750 -0.11 -0.11 -0.01
H -2.1277 -1.8531 1.7201 -0.07 0.05 -0.10
H -2.9658 -3.3729 1.6480 -0.29 -0.02 0.04
H -2.8227 -2.5697 -0.6340 0.21 0.27 -0.08
H -5.5969 -1.8875 0.4246 0.06 0.17 -0.13
H -5.0768 -3.4757 -0.0376 0.18 0.01 -0.12
H -5.1721 -2.2121 -1.2798 -0.05 0.05 0.01
H -3.8198 -0.1128 0.3719 -0.01 0.06 -0.01
C 4.4870 -1.5507 0.4551 -0.46 -0.14 0.40
C 5.1763 -2.7979 -0.0523 0.43 0.15 -0.12
C 5.7456 -2.6067 -1.4497 -0.34 -0.31 -0.18
O 6.2115 -3.2216 0.8480 -0.32 -0.05 -0.09
H 5.1649 -0.6953 0.5084 0.03 0.00 -0.19
H 4.0981 -1.7213 1.4636 0.06 -0.02 -0.01
H 3.6217 -1.3000 -0.1636 0.14 0.15 -0.08
H 4.4602 -3.6226 -0.0943 0.02 -0.05 0.17
H 4.9405 -2.4096 -2.1657 0.07 0.16 0.10
H 6.2179 -3.5334 -1.7765 0.21 0.09 0.05
H 6.4573 -1.7829 -1.4840 0.07 0.00 -0.01
H 6.6566 -2.4356 1.1794 0.04 0.02 -0.03
C 0.1380 0.2048 -0.3431 -0.30 -0.12 -0.15
O 1.4282 0.0177 -0.9118 0.14 -0.41 0.33
H 0.1653 0.1212 0.7428 0.33 0.32 0.02
H -0.2475 1.1735 -0.6647 -0.23 -0.01 0.22
H -0.5618 -0.5812 -0.6424 0.07 0.13 -0.32
H 1.3007 -0.4952 -1.7236 -0.26 0.01 -0.14
C 0.4390 2.1140 -3.9405 0.24 -0.15 0.01
O 1.6736 2.8117 -4.0272 -0.19 0.03 -0.02
H -0.2559 2.6008 -4.6208 -0.08 0.03 0.04
H 0.5362 1.0639 -4.2399 0.00 0.07 -0.02
H 0.0189 2.1218 -2.9286 -0.02 0.11 -0.03
H 2.3077 2.3703 -3.4452 0.03 -0.15 -0.01
C 3.4417 2.7127 -1.2535 0.05 -0.23 0.26
O 3.4157 1.5653 -2.0973 0.28 0.13 0.02
H 2.4286 3.0196 -0.9776 0.03 0.12 -0.11
H 3.9947 2.5171 -0.3278 0.03 -0.02 -0.08
H 3.9476 3.5084 -1.7922 -0.09 0.08 -0.05
H 2.9472 0.8784 -1.6030 -0.27 0.11 0.04
C 2.3516 -1.9051 -3.3964 -0.26 -0.21 0.01
O 1.0055 -1.4228 -3.2802 0.37 -0.04 0.09
H 2.5504 -2.7151 -2.6862 -0.03 0.06 0.01
H 2.5563 -2.2703 -4.4030 0.05 0.10 -0.04
H 3.0086 -1.0697 -3.1663 0.03 0.05 -0.10
H 0.3901 -2.1408 -3.4515 -0.02 0.00 -0.01